Molecular formula: C48H102F6N11O12S6
Method: DFT, the ωB97M-V functional and the def2-TZVPD basis

Cartesian coordinates (Å):
C1 -1.3976 3.4846 -2.8622
C2 0.0747 4.0501 -2.8244
C3 0.2808 5.2690 -1.8573
C4 -0.4317 6.5462 -2.3778
N1 0.1408 7.8896 -1.7403
C5 1.4996 8.4697 -2.2060
C6 1.4925 9.9596 -1.7831
C7 0.0673 10.4130 -2.2507
C8 -0.7813 9.0820 -2.1833
C9 0.1977 7.7266 -0.1945
H1 -1.5034 2.8289 -3.7264
H2 -2.1798 4.2428 -2.9001
H3 -1.5647 2.8054 -2.0262
H4 0.2937 4.5018 -3.7919
H5 0.7365 3.2014 -2.6515
H6 1.3276 5.4167 -1.5916
H7 -0.1578 5.0180 -0.8915
H8 -1.5170 6.4742 -2.3075
H9 -0.3310 6.6713 -3.4559
H10 2.3039 7.8355 -1.8330
H11 1.5359 8.4249 -3.2945
H12 1.8187 9.9768 -0.7432
H13 2.2617 10.4762 -2.3573
H14 -0.2693 11.1101 -1.4833
H15 0.0329 10.7983 -3.2697
H16 -1.5281 9.1632 -1.3935
H17 -1.3664 8.8104 -3.0619
H18 -0.7220 7.2433 0.1350
H19 0.3240 8.7034 0.2726
H20 1.0281 7.0317 -0.0691
C10 -1.7476 5.7874 6.0871
C11 -1.6617 4.8289 4.8699
C12 -2.3253 3.4341 5.0211
C13 -1.4861 2.5971 5.9664
N2 -1.8025 1.0362 5.7973
C14 -0.9998 0.3106 6.9484
C15 0.4020 0.1725 6.3765
C16 0.4079 0.2715 4.8572
C17 -1.1159 0.3986 4.5060
C18 -3.2384 0.6932 5.8774
H21 -1.3904 5.2514 6.9665
H22 -2.7416 6.2106 6.2322
H23 -1.0372 6.6064 5.9747
H24 -0.7382 4.6750 4.3117
H25 -2.0949 5.4277 4.0688
H26 -2.2525 2.9253 4.0599
H27 -3.3699 3.6776 5.2154
H28 -1.7491 2.9337 6.9692
H29 -0.4109 2.6641 5.8008
H30 -1.5485 -0.6294 7.0066
H31 -1.0113 0.8744 7.8812
H32 0.8207 -0.8248 6.5113
H33 1.0196 0.9598 6.8086
H34 0.8542 -0.5718 4.3300
H35 1.0081 1.1133 4.5119
H36 -1.5947 -0.5610 4.3113
H37 -1.2879 1.0798 3.6726
H38 -3.5754 1.1618 6.8020
H39 -3.3877 -0.3863 5.8545
H40 -3.7910 1.0467 5.0069
C19 2.1543 1.2981 -5.8729
C20 2.5229 0.0914 -5.0060
C21 3.8585 0.2759 -4.1810
C22 3.9936 -0.7759 -3.0647
N3 4.9622 -0.4340 -1.9505
C23 4.9530 -1.4202 -0.7841
C24 5.2922 -0.7417 0.5395
C25 5.0537 0.7722 0.1582
C26 4.5399 0.9215 -1.2839
C27 6.3520 -0.2800 -2.6462
H41 1.2492 1.1391 -6.4591
H42 2.8161 1.6466 -6.6658
H43 1.9323 2.1869 -5.2823
H44 2.6960 -0.6970 -5.7385
H45 1.7316 -0.2331 -4.3303
H46 3.8680 1.2942 -3.7925
H47 4.6891 0.1940 -4.8821
H48 4.1939 -1.8115 -3.3393
H49 3.0441 -0.8688 -2.5375
H50 5.5867 -2.2804 -0.9999
H51 3.9223 -1.7700 -0.7254
H52 6.3728 -0.8395 0.6429
H53 4.8152 -1.1125 1.4467
H54 5.9625 1.3494 0.3287
H55 4.3347 1.2846 0.7973
H56 5.0898 1.7075 -1.8015
H57 3.4525 0.9920 -1.3091
H58 6.3722 -0.9986 -3.4655
H59 7.1240 -0.3698 -1.8820
H60 6.4078 0.7169 -3.0835
C28 -0.9306 -4.9978 -1.5878
C29 -2.0224 -6.0436 -1.6537
C30 -1.6363 -7.4563 -2.3334
C31 -2.7219 -8.4548 -1.8557
N4 -2.3513 -9.8629 -2.4146
C32 -2.3362 -9.9321 -3.9749
C33 -3.0238 -11.2721 -4.3519
C34 -3.4998 -11.9056 -3.0944
C35 -3.6444 -10.6933 -2.1712
C36 -1.0572 -10.5424 -1.8652
H61 -0.2710 -5.0152 -2.4554
H62 -0.2227 -5.2909 -0.8124
H63 -1.3018 -3.9751 -1.5219
H64 -2.8927 -5.5880 -2.1260
H65 -2.1945 -6.3086 -0.6105
H66 -0.6806 -7.8166 -1.9526
H67 -1.4586 -7.3178 -3.3999
H68 -3.6958 -8.1371 -2.2282
H69 -2.7262 -8.6036 -0.7759
H70 -1.2861 -9.9688 -4.2646
H71 -2.9090 -9.0621 -4.2960
H72 -2.4875 -11.8342 -5.1165
H73 -3.9557 -10.9481 -4.8152
H74 -2.8324 -12.6561 -2.6709
H75 -4.4889 -12.3526 -3.1947
H76 -3.5803 -10.9775 -1.1208
H77 -4.5313 -10.1661 -2.5227
H78 -0.2125 -9.9631 -2.2382
H79 -0.9503 -11.5719 -2.2069
H80 -1.0407 -10.5010 -0.7761
C37 -2.6099 4.0553 0.8561
C38 -4.0881 3.6290 1.1228
N5 -4.2249 2.1577 1.0125
C39 -4.8406 1.3412 1.9653
C40 -4.8972 0.0422 1.4635
N6 -4.4042 0.0456 0.1957
C41 -3.9533 1.3267 -0.0714
C42 -4.4406 -1.1015 -0.7340
H81 -1.9035 3.4717 1.4465
H82 -2.4681 5.1148 1.0696
H83 -2.3297 3.9408 -0.1910
H84 -4.6765 4.1474 0.3657
H85 -4.4924 3.8948 2.0995
H86 -5.1721 1.5828 2.9644
H87 -5.2879 -0.9025 1.8118
H88 -3.5595 1.7111 -1.0007
H89 -4.1408 -0.6835 -1.6950
H90 -5.4571 -1.4718 -0.8672
H91 -3.7709 -1.8628 -0.3340
C43 5.4938 -3.5305 3.0860
C44 4.2977 -3.8168 2.1397
N7 2.9996 -3.4032 2.6853
C45 2.4097 -3.7668 3.8716
C46 1.0805 -3.3877 3.7886
N8 0.8600 -2.8868 2.5207
C47 2.0202 -2.9873 1.8763
C48 -0.3718 -2.5009 1.9436
H92 6.4205 -3.7672 2.5633
H93 5.4145 -4.1521 3.9778
H94 5.5680 -2.5120 3.4673
H95 4.1685 -4.8888 1.9908
H96 4.4165 -3.4457 1.1217
H97 3.0069 -4.2618 4.6231
H98 0.3247 -3.3380 4.5584
H99 2.1194 -2.5327 0.9017
H100 -0.4266 -3.2529 1.1565
H101 -0.4106 -1.4675 1.5990
H102 -1.2480 -2.7349 2.5484
N9 2.3913 5.3217 3.4456
S1 2.0687 4.0370 2.6842
O1 0.6561 3.6615 2.6160
O2 3.0823 2.9800 2.5489
F1 2.2097 4.7255 1.2433
S2 2.7493 4.6276 4.9111
O3 4.1673 4.4679 5.1946
O4 1.9086 3.5615 5.4406
F2 2.5108 5.9060 5.8344
N10 1.0436 -0.4940 -0.1881
S3 -0.0177 -0.3724 -1.2457
O5 0.2109 0.6721 -2.2697
O6 -1.4134 -0.7467 -0.9356
F3 0.3389 -1.8167 -1.9506
S4 0.7928 1.0245 0.4230
O7 -0.5550 1.4094 0.8724
O8 1.6236 2.0811 -0.1423
F4 1.5660 0.7817 1.8053
N11 -2.1024 -1.9578 -6.4539
S5 -2.8051 -2.8983 -5.5444
O9 -4.2023 -2.5926 -5.2036
O10 -2.0349 -3.6716 -4.5942
F5 -3.0866 -4.1445 -6.5596
S6 -1.3526 -1.1189 -5.1864
O11 -0.0588 -1.6915 -4.8315
O12 -2.2470 -0.6207 -4.0995
F6 -1.0906 0.2527 -6.0192

Results
⟨S²⟩: 0.76
Multiplicity: 2
Total charge: +2
Gap between HOMO and LUMO (spin up / spin down): 3.38 / 7.93 eV
Highest occupied orbital energy (spin up / spin down): -0.24808 / -0.41546 Ha

Mulliken atomic charge list, values in e, 8 entries: -1.098 -0.161 -0.033 -1.225 0.376 -0.602 -0.755 -0.504

***

Molecular formula: C4H8NOS
Method: DFT, the ωB97M-V functional and the def2-TZVPD basis

Cartesian coordinates (Å):
C1 -0.0692 -1.7674 0.8952
C2 0.3359 0.2980 -0.1086
C3 0.6079 -1.7107 -1.4166
C4 -0.8246 2.8189 1.0461
N1 0.2624 -1.1009 -0.1604
O1 1.1705 1.0668 -0.4928
S1 -1.5318 1.1908 0.6092
H1 -0.0912 -2.8485 1.0554
H2 -0.2184 -1.2773 1.8438
H3 0.0892 -1.2932 -2.2718
H4 0.3282 -2.7965 -1.3932
H5 1.7491 -1.5924 -1.7702
H6 -1.6990 3.2627 1.5805
H7 -0.5333 3.3432 0.1802
H8 -0.0526 2.8066 1.8271

Results
SMILES string: C=[N+](C)C(=O)SC
Multiplicity: 1
Total charge: +1
Gap between HOMO and LUMO: 7.17 eV
Relative energy (zero: lowest compared OMol25 entry of this formula, charge and spin): 2.371 eV
Highest occupied orbital energy: -0.49178 Ha

natural (NBO) atomic charge list, values in e, 8 entries: 0.174 0.642 -0.468 -0.737 -0.352 -0.426 0.118 0.252

***

Molecular formula: C42H54ClF3Ge2N5O4SSiY
Method: DFT, the ωB97M-V functional and the def2-TZVPD basis

Cartesian coordinates (Å):
Y1 0.4452 0.1627 0.2422
C1 1.0119 -3.2134 1.2349
C2 2.4796 -2.8635 1.1434
N1 2.6536 -1.5654 0.4934
C3 3.8724 -0.8681 0.9128
C4 3.7740 -0.3291 2.3387
S1 2.1241 0.2230 2.8376
C5 1.4983 -1.2130 3.7509
C6 0.2426 -1.8653 3.1760
N2 0.1964 -2.0868 1.7114
H1 0.8837 -4.0845 1.8851
H2 0.6443 -3.4865 0.2421
H3 2.9986 -3.6548 0.5945
H4 2.9274 -2.8327 2.1350
H5 2.7436 -1.7342 -0.5006
H6 4.0241 -0.0382 0.2311
H7 4.7513 -1.5176 0.8388
H8 4.4229 0.5391 2.4381
H9 4.1001 -1.0506 3.0875
H10 1.2399 -0.8601 4.7501
H11 2.3188 -1.9186 3.8625
H12 -0.5996 -1.2302 3.4191
H13 0.0884 -2.8146 3.7014
H14 -0.7704 -2.3263 1.5071
O1 3.9250 4.7562 -2.3706
C7 4.4335 3.6568 -2.9019
O2 5.3487 3.6892 -3.6766
C8 3.8378 2.3261 -2.5004
C9 4.2596 1.1313 -3.0405
Cl1 5.3502 0.8148 -4.2930
N3 3.5560 0.1289 -2.4685
N4 2.6780 0.6048 -1.5553
C10 2.8475 1.9196 -1.5679
C11 2.0709 2.7302 -0.5721
O3 2.0303 3.9393 -0.6623
O4 1.4786 2.0448 0.3670
C12 3.7175 -1.2886 -2.6447
C13 2.5803 -2.0529 -2.8101
C14 2.6852 -3.4288 -2.9481
C15 3.9383 -4.0310 -2.9316
C16 5.0762 -3.2485 -2.7617
C17 4.9738 -1.8706 -2.6103
H15 3.1847 4.5484 -1.7516
H16 1.6159 -1.5711 -2.8259
H17 1.7871 -4.0212 -3.0863
H18 4.0300 -5.1029 -3.0555
H19 6.0560 -3.7099 -2.7456
H20 5.8610 -1.2689 -2.4584
C18 -2.5721 2.0134 -3.8190
Si1 -2.1308 2.1045 -2.0104
C19 -1.4205 3.8035 -1.7076
C20 -3.7449 1.8758 -1.1003
C21 -0.9322 0.7526 -1.6258
H21 -3.3582 2.7318 -4.0840
H22 -2.9336 1.0125 -4.0809
H23 -1.6998 2.2383 -4.4444
H24 -2.1428 4.4521 -1.1996
H25 -1.1668 4.2742 -2.6633
H26 -0.5141 3.7913 -1.0968
H27 -4.3074 2.8160 -1.1071
H28 -3.6196 1.5833 -0.0559
H29 -4.3513 1.1151 -1.6031
H30 -0.0959 0.9278 -2.3369
H31 -1.4305 -0.1728 -1.9483
C22 -3.5888 -1.1543 0.4137
Ge1 -3.3675 -0.4903 2.2328
C23 -3.0603 -2.0988 3.2941
C24 -4.9865 0.2959 2.9337
Ge2 -1.4888 1.1811 2.2434
C25 -0.8149 1.3998 4.0703
C26 -1.4498 0.7030 5.1018
C27 -1.1183 0.9317 6.4340
C28 -0.1359 1.8599 6.7474
C29 0.5050 2.5631 5.7318
C30 0.1694 2.3335 4.4058
C31 -2.0136 3.0046 1.8311
C32 -1.0388 3.9856 1.6302
C33 -1.3961 5.3248 1.5653
C34 -2.7282 5.6960 1.6967
C35 -3.7049 4.7253 1.8776
C36 -3.3519 3.3809 1.9385
H32 -3.8532 -2.2138 0.4603
H33 -2.6770 -1.0359 -0.1746
H34 -4.3774 -0.6185 -0.1114
H35 -4.0424 -2.5788 3.3376
H36 -2.7224 -1.9241 4.3140
H37 -2.3779 -2.7988 2.8114
H38 -5.6819 -0.5346 3.0796
H39 -5.4287 1.0122 2.2430
H40 -4.8071 0.7864 3.8910
H41 -2.2334 -0.0108 4.8817
H42 -1.6295 0.3901 7.2204
H43 0.1270 2.0415 7.7815
H44 1.2621 3.2990 5.9757
H45 0.6836 2.8903 3.6326
H46 0.0016 3.7132 1.4898
H47 -0.6332 6.0768 1.4045
H48 -3.0062 6.7413 1.6456
H49 -4.7455 5.0114 1.9692
H50 -4.1299 2.6412 2.0688
F1 -2.7604 -4.8224 -6.5289
C37 -1.4484 -4.8147 -6.2662
F2 -0.8137 -4.3697 -7.3529
F3 -1.0708 -6.0838 -6.0598
C38 -1.1538 -3.9627 -5.0534
C39 -1.4211 -4.4629 -3.7909
C40 -1.1446 -3.6574 -2.6999
N5 -0.6286 -2.4261 -2.7960
C41 -0.4061 -1.9559 -4.0248
C42 -0.6478 -2.6834 -5.1805
H51 -1.8294 -5.4567 -3.6560
H52 -1.3461 -4.0222 -1.6972
H53 -0.0224 -0.9415 -4.0871
H54 -0.4378 -2.2574 -6.1526

Results
⟨S²⟩: 0.75
Multiplicity: 2
Total charge: +1
Gap between HOMO and LUMO (spin up / spin down): 8.43 / 5.71 eV
Relative energy (zero: lowest compared OMol25 entry of this formula, charge and spin): 1.345 eV
Highest occupied orbital energy (spin up / spin down): -0.39184 / -0.39112 Ha

Mulliken atomic charge list, values in e, 8 entries: -0.022 -0.785 -1.202 1.325 -0.443 -1.256 0.297 -1.345

***

no.,E (eV)
1,-173683.2008
2,-18640.8762
3,-213531.8850